Entry 1:
DFT (the ωB97M-V functional and the def2-TZVPD basis) results for C33H33Cl2CuN7O3S as an isolated structure.

XYZ file:
```
80
Properties=species:S:1:pos:R:3:mulliken_charge:R:1
Cu -0.522 -0.384 -0.302 1.2811
Cl -5.305 -0.265 1.343 -0.2713
C -3.874 -0.765 2.195 0.5937
C -3.998 -1.348 3.461 -0.4767
C -2.890 -1.721 4.170 0.6841
Cl -3.083 -2.440 5.747 -0.2888
C -1.598 -1.521 3.638 -0.2078
C -0.392 -1.824 4.309 -0.8498
C 0.805 -1.541 3.714 -1.3873
C 0.817 -0.987 2.425 -0.3308
N -0.282 -0.717 1.760 1.1337
C -1.488 -0.959 2.345 0.1409
C -2.642 -0.569 1.566 -0.3660
O -2.487 -0.054 0.405 -0.3539
H -4.984 -1.504 3.878 0.4786
H -0.433 -2.272 5.293 0.4275
H 1.741 -1.740 4.218 0.4831
H 1.756 -0.764 1.933 0.3611
O -1.861 2.163 -3.507 -0.5912
S -1.581 0.790 -3.041 0.1939
N -0.725 0.651 -1.851 -0.3014
C 3.728 -3.298 -2.368 -0.7025
C 2.561 -3.717 -3.003 -0.6563
C 1.315 -3.363 -2.514 -0.0394
C 1.177 -2.589 -1.343 -0.4704
C 2.368 -2.164 -0.730 0.1222
C 3.614 -2.511 -1.231 -0.5781
N -0.055 -2.239 -0.802 0.3096
C -1.137 -3.118 -0.987 0.2181
C -0.976 -4.502 -0.786 -0.2935
C -2.044 -5.375 -0.895 -0.6185
C -3.320 -4.905 -1.191 -0.5588
C -3.498 -3.544 -1.378 -0.7530
C -2.426 -2.664 -1.289 -0.0508
H 4.700 -3.585 -2.750 0.4011
H 2.626 -4.328 -3.896 0.3713
H 0.422 -3.673 -3.042 0.5206
H 2.292 -1.559 0.162 0.0907
H 4.508 -2.172 -0.716 0.4773
H 0.005 -4.878 -0.519 0.4733
H -1.880 -6.436 -0.738 0.3588
H -4.156 -5.590 -1.265 0.3791
H -4.484 -3.152 -1.603 0.4255
H -2.591 -1.606 -1.442 0.0425
C -0.925 4.935 -0.350 -0.9768
C -0.319 3.509 -0.344 -0.4356
N -1.215 2.613 0.371 0.0473
C -2.557 2.702 -0.212 -0.3751
C -3.182 4.067 0.149 -0.9089
N -2.058 4.940 0.647 0.0637
C -1.581 4.428 1.979 -0.8018
C -1.254 2.923 1.788 -0.5681
H -1.343 5.195 -1.320 0.3187
H -0.213 5.703 -0.052 0.3823
H 0.662 3.500 0.134 0.4368
H -0.211 3.133 -1.361 0.3684
H -3.162 1.873 0.146 0.0305
H -2.457 2.603 -1.292 0.3931
H -3.916 3.998 0.951 0.3148
H -3.638 4.553 -0.711 0.3990
H -2.396 5.889 0.759 0.2803
H -2.367 4.600 2.711 0.3695
H -0.705 5.012 2.257 0.3019
H -2.010 2.292 2.257 0.3794
H -0.292 2.691 2.246 0.3860
N 6.593 0.885 -2.571 -0.3157
C 6.063 1.583 -1.534 -0.0283
O 6.713 2.362 -0.864 -0.6282
C 4.604 1.340 -1.254 0.9988
C 3.706 0.890 -2.207 -0.7812
C 2.376 0.729 -1.850 -0.6546
N 1.919 0.981 -0.628 0.3434
C 2.792 1.411 0.288 -0.3894
C 4.135 1.612 0.024 -1.0489
H 7.573 1.001 -2.761 0.2326
H 6.089 0.158 -3.043 0.1822
H 4.009 0.675 -3.224 0.4361
H 1.639 0.383 -2.566 0.4268
H 2.390 1.597 1.282 0.5069
H 4.820 1.972 0.781 0.4922
```

Calculated values
ΔE to the lowest compared entry with this formula, charge and spin	0.00	kcal per mole
E_tot	-131848.68174	eV
HOMO (alpha / beta)	-6.2 / -6.1	eV
total charge	0
<S²>	0.754
multiplicity	2


Entry 2:
DFT (the ωB97M-V functional and the def2-TZVPD basis) results for C33H33CuN5OPS4 as an isolated structure.

XYZ file:
```
78
Properties=species:S:1:pos:R:3:mulliken_charge:R:1
Cu -0.083 -0.355 0.279 0.0710
N -7.016 6.220 4.640 -0.5016
C -6.434 5.487 3.974 0.0580
C -5.702 4.566 3.138 0.4561
C -4.416 4.172 3.494 -0.8982
C -3.711 3.297 2.688 -0.2847
C -4.300 2.798 1.532 0.6963
C -5.583 3.190 1.172 -0.4157
C -6.280 4.077 1.970 -0.8618
N -3.588 1.885 0.722 0.1724
C -3.652 1.755 -0.656 -0.3259
C -2.783 0.763 -0.974 -0.8199
N -2.196 0.263 0.170 -0.1118
C -2.696 0.955 1.157 -0.5158
H -3.966 4.565 4.396 0.4389
H -2.696 3.019 2.940 0.5334
H -6.040 2.787 0.278 0.4682
H -7.281 4.384 1.700 0.4442
H -4.250 2.405 -1.269 0.4527
H -2.533 0.372 -1.945 0.4768
H -2.468 0.805 2.199 0.7113
S -0.150 -1.494 -1.971 -0.5501
P 0.751 0.254 -2.336 1.3791
S 0.928 1.609 -0.869 -0.7922
C 2.414 -0.123 -2.993 -0.2339
C 3.555 0.224 -2.284 -0.0544
C 4.810 -0.137 -2.763 -0.7603
C 4.926 -0.841 -3.951 -0.3835
C 3.783 -1.188 -4.665 -0.7789
C 2.532 -0.834 -4.187 -0.1616
C -0.053 1.072 -3.762 0.2272
C -1.031 0.429 -4.509 -0.1653
C -1.583 1.050 -5.624 -0.6975
C -1.149 2.311 -6.001 -0.4313
C -0.170 2.959 -5.256 -0.6369
C 0.373 2.346 -4.139 -0.4953
H 3.449 0.768 -1.355 0.3096
H 5.698 0.137 -2.206 0.4178
H 5.903 -1.120 -4.323 0.3910
H 3.870 -1.735 -5.595 0.4004
H 1.641 -1.118 -4.736 0.4315
H -1.353 -0.562 -4.210 0.4294
H -2.350 0.545 -6.198 0.4050
H -1.569 2.790 -6.877 0.3834
H 0.167 3.946 -5.545 0.3981
H 1.122 2.855 -3.544 0.4037
N 0.605 2.074 2.519 -0.3657
C 0.476 0.835 3.057 0.2268
N -0.067 -0.157 2.430 0.6812
C -0.116 -1.285 3.246 -0.4714
C -0.633 -2.519 2.868 -0.4571
C -0.623 -3.555 3.786 -0.6983
C -0.102 -3.376 5.069 -0.6123
C 0.419 -2.150 5.456 -0.4116
C 0.403 -1.115 4.532 0.7602
S 0.977 0.521 4.710 -0.3337
H 0.579 2.092 1.504 -0.0685
H 1.252 2.709 2.954 0.2863
H -1.022 -2.645 1.865 0.4098
H -1.028 -4.518 3.505 0.4012
H -0.107 -4.198 5.772 0.3850
H 0.833 -2.010 6.445 0.4237
C 3.340 -2.939 3.079 -0.9320
C 3.712 -3.036 1.607 -0.8061
S 2.264 -2.762 0.581 0.4678
O 2.016 -1.277 0.641 -0.4766
C 3.029 -3.111 -1.026 0.8883
C 2.560 -4.449 -1.576 -1.2659
H 4.231 -2.997 3.705 0.4471
H 2.661 -3.741 3.371 0.2585
H 2.849 -1.986 3.282 0.1666
H 4.123 -4.012 1.340 0.4790
H 4.411 -2.250 1.312 0.3664
H 4.113 -3.058 -0.918 0.4776
H 2.692 -2.283 -1.650 -0.9378
H 2.868 -5.282 -0.941 0.3392
H 2.976 -4.611 -2.570 0.4154
H 1.473 -4.465 -1.657 0.2777
```

Calculated values
E_tot	-141527.55853	eV
HOMO	-6.9	eV
total charge	0


Entry 3:
DFT (the ωB97M-V functional and the def2-TZVPD basis) results for a 11-piece molecular cluster, C33H33F11O33 overall at a distorted geometry.

XYZ file:
```
110
Properties=species:S:1:pos:R:3:mulliken_charge:R:1
O 0.966 -0.281 3.029 -0.0310
C 1.902 -0.431 3.753 0.1145
O 2.460 0.539 4.471 -0.2994
C 3.585 0.034 5.163 -0.5577
C 3.504 -1.481 4.980 0.3593
F 2.968 -2.113 6.058 -0.3356
O 2.557 -1.615 3.924 -0.3118
H 4.489 0.344 4.636 0.2200
H 3.634 0.295 6.216 0.4218
H 4.470 -1.883 4.692 0.2716
O 4.906 0.988 2.281 -0.5230
C 4.851 -0.071 1.758 0.5304
O 4.162 -0.311 0.622 -0.1455
C 3.953 -1.705 0.468 0.2709
C 4.923 -2.308 1.485 0.3311
F 6.090 -2.686 0.869 -0.3674
O 5.209 -1.255 2.341 -0.4237
H 2.935 -1.960 0.763 -0.1279
H 4.221 -2.109 -0.506 -0.0778
H 4.514 -3.174 2.001 0.4132
O -3.336 -3.864 0.428 -0.5240
C -2.875 -3.065 1.175 0.4296
O -1.639 -3.171 1.738 -0.4250
C -1.590 -2.230 2.830 0.1809
C -2.515 -1.156 2.288 0.0205
F -1.841 -0.356 1.401 0.3431
O -3.463 -1.908 1.561 -0.1542
H -1.903 -2.646 3.785 0.3964
H -0.582 -1.834 2.902 -0.4404
H -3.007 -0.531 3.029 0.2559
O 4.394 -3.206 -2.972 -0.4776
C 3.714 -4.039 -2.487 0.5528
O 4.017 -5.341 -2.307 -0.3620
C 3.138 -5.830 -1.272 -0.4151
C 1.891 -5.016 -1.572 0.3330
F 1.157 -4.752 -0.456 -0.2795
O 2.452 -3.792 -2.001 -0.1038
H 3.026 -6.904 -1.362 0.3182
H 3.569 -5.560 -0.307 0.2506
H 1.244 -5.495 -2.305 0.2576
O -2.051 -0.303 -2.480 -0.3824
C -1.209 -0.472 -1.653 -0.0621
O -0.698 -1.655 -1.339 -0.3187
C 0.216 -1.515 -0.242 0.8918
C 0.276 -0.003 -0.030 0.6907
F 1.505 0.449 -0.487 -0.4387
O -0.742 0.516 -0.855 0.9800
H -0.222 -2.004 0.627 -0.4120
H 1.178 -1.920 -0.534 -0.2749
H 0.228 0.367 0.990 -0.6409
O -3.500 1.339 4.605 -0.5924
C -2.573 1.971 4.218 0.6670
O -2.532 3.280 3.975 -0.3417
C -1.259 3.625 3.414 0.0340
C -0.397 2.411 3.741 0.6276
F 0.318 2.610 4.895 -0.4236
O -1.351 1.410 3.953 -0.2910
H -1.336 3.701 2.332 -0.1434
H -0.927 4.560 3.853 0.4429
H 0.252 2.097 2.935 -0.0238
O -6.970 -2.324 1.045 -0.5482
C -6.144 -2.600 0.250 0.5974
O -5.949 -3.824 -0.274 -0.3505
C -4.807 -3.795 -1.115 -0.3834
C -4.548 -2.303 -1.308 1.1052
F -5.182 -1.914 -2.485 -0.4326
O -5.253 -1.708 -0.272 -0.3563
H -3.977 -4.345 -0.668 0.2580
H -5.037 -4.288 -2.058 0.4629
H -3.503 -2.030 -1.389 -0.4011
O -3.136 2.368 1.539 -0.4603
C -3.608 2.272 0.456 -0.0343
O -3.624 1.163 -0.307 0.8955
C -4.553 1.355 -1.369 0.2060
C -4.735 2.871 -1.423 0.3617
F -6.050 3.191 -1.510 -0.3572
O -4.187 3.314 -0.210 -0.3972
H -4.185 0.882 -2.274 -0.3801
H -5.517 0.904 -1.118 0.1336
H -4.218 3.361 -2.251 0.2120
O 0.633 3.426 1.022 -0.4643
C 0.370 3.431 -0.134 0.5104
O -0.857 3.695 -0.592 -0.3413
C -0.843 3.709 -2.015 0.2928
C 0.478 3.023 -2.336 0.8204
F 0.998 3.635 -3.436 -0.3739
O 1.233 3.186 -1.161 -0.2717
H -1.690 3.140 -2.401 -0.6285
H -0.999 4.718 -2.391 0.3667
H 0.361 1.967 -2.557 -0.0793
O -2.503 3.748 -4.718 -0.5049
C -2.503 2.613 -5.058 0.7189
O -3.555 1.850 -5.338 -0.3846
C -3.150 0.462 -5.295 0.4818
C -1.647 0.573 -5.531 0.5168
F -1.388 0.400 -6.885 -0.3634
O -1.347 1.877 -5.183 -0.3202
H -3.313 0.122 -4.276 -0.5623
H -3.743 -0.043 -6.045 0.3380
H -1.014 -0.151 -5.033 0.1560
O 5.296 5.803 0.196 -0.5256
C 5.255 4.716 -0.268 0.5741
O 4.211 4.207 -0.953 -0.2483
C 4.454 2.807 -1.203 0.2016
C 5.957 2.713 -1.013 0.5491
F 6.599 2.837 -2.214 -0.3366
O 6.259 3.784 -0.183 -0.3410
H 3.860 2.230 -0.497 -0.1691
H 4.169 2.602 -2.232 0.2920
H 6.274 1.780 -0.549 0.0885
```

Calculated values
ΔE to the lowest compared entry with this formula, charge and spin	48.48	kcal per mole
E_tot	-132217.51324	eV
HOMO	-10.4	eV
total charge	0


The lowest E_tot belongs to which entry?
C33H33CuN5OPS4